1.
Molecular formula: C2H5MgO3Pm
Method: DFT, the ωB97M-V functional and the def2-TZVPD basis

Properties
- LUMO energy (spin up / spin down): -4.641 / -4.786 eV
- Spin multiplicity: 6
- Net charge: +1
- Frontier orbital gap (spin up / spin down): 5.3 / 8.5 eV
- E_HOMO (spin up / spin down): -9.91 / -13.32 eV
- Energy: -1113.15656 Ha

Last column: Mulliken charge in e.
Geometry (Å):
O: -0.2552 -0.2464 -1.5867  -0.653
C: -1.3521 0.0691 -0.7828  -0.268
C: -1.1277 -0.1518 0.7268  -0.367
O: 0.2429 -0.0296 0.9786  -0.834
Mg: 1.6583 1.3560 0.9990  0.595
H: -2.3100 -0.3850 -1.0994  0.306
H: -1.4480 1.1668 -0.9260  0.220
H: -1.4694 -1.1403 1.0865  0.209
H: -1.7501 0.5557 1.3037  0.351
Pm: 1.3707 -1.0875 -0.6243  1.760
O: 2.7644 -0.0657 0.1037  -0.627
H: 3.6762 -0.0413 -0.1791  0.308

---

2.
Molecular formula: CH2ClO2P
Method: DFT, the ωB97M-V functional and the def2-TZVPD basis

Properties
- LUMO energy: 0.307 eV
- SMILES: O=C(Cl)OP
- Spin multiplicity: 1
- Net charge: 0
- Frontier orbital gap: 10.4 eV
- E_HOMO: -10.13 eV
- Energy: -991.31057 Ha

Last column: Mulliken charge in e.
Geometry (Å):
O: -1.3067 1.3740 -0.3928  -0.362
C: -1.1316 0.2250 -0.3678  0.593
Cl: -2.3801 -0.9092 -0.6778  -0.132
O: 0.0300 -0.5771 -0.1548  -0.271
P: 1.6751 -0.1369 -0.0459  0.043
H: 1.6951 -1.0284 0.9829  0.070
H: 1.4181 1.0526 0.6561  0.059

---

3.
Molecular formula: C3H2N2O2
Method: DFT, the ωB97M-V functional and the def2-TZVPD basis

Properties
- LUMO energy: -0.181 eV
- SMILES: [H]/N=C(/C#N)OC=O
- Spin multiplicity: 1
- Net charge: 0
- Frontier orbital gap: 11.3 eV
- E_HOMO: -11.49 eV
- Energy: -375.47553 Ha

Last column: Mulliken charge in e.
Geometry (Å):
H: -0.9609 2.1600 0.9231  0.287
N: -0.2437 1.5583 1.3313  -0.559
C: -0.0723 0.5000 0.6764  0.577
C: 0.8995 -0.4901 1.1098  0.209
N: 1.6479 -1.3204 1.3998  -0.330
O: -0.8243 0.1355 -0.4258  -0.314
C: -0.2688 -0.6515 -1.4100  0.179
O: 0.8833 -0.9402 -1.4995  -0.407
H: -1.0608 -0.9517 -2.1050  0.359